1.
The following is a quantum chemistry calculation of a structure of composition C52H46N4O3P2STl, from the OMol25 dataset.

The HOMO-LUMO gap (alpha / beta) comes out at 4.79 / 4.80 eV. The value obtained for the HOMO energy (alpha / beta) is -9.739 / -9.740 eV. Its LUMO energy (alpha / beta) is -4.95 / -4.94 eV. As for the net charge: +1.

Each line ends with the Löwdin charge.
Element x y z (Å)
Tl: -1.882 0.604 -1.513  1.008
O: -2.313 2.898 -2.644  -0.103
C: -1.619 3.937 -2.609  -0.381
C: -2.187 5.219 -2.289  -0.001
C: -1.461 6.371 -2.334  -0.049
C: -0.105 6.348 -2.715  -0.055
C: 0.499 5.155 -3.009  -0.038
C: -0.196 3.932 -2.941  -0.115
C: 0.505 2.745 -3.248  -0.032
N: 0.035 1.541 -3.327  0.035
N: 0.704 0.476 -3.438  0.122
C: 0.117 -0.738 -3.728  -0.457
O: -1.088 -0.931 -3.655  0.004
C: 1.134 -1.762 -4.021  -0.159
C: 0.849 -3.118 -3.880  -0.013
C: 1.838 -4.054 -4.124  -0.075
C: 3.101 -3.648 -4.527  -0.079
C: 3.381 -2.300 -4.688  -0.070
C: 2.404 -1.362 -4.425  -0.024
H: -3.228 5.233 -1.999  0.118
H: -1.924 7.316 -2.087  0.116
H: 0.454 7.268 -2.760  0.110
H: 1.543 5.135 -3.284  0.114
H: 1.542 2.892 -3.557  0.135
H: -0.147 -3.415 -3.591  0.120
H: 1.632 -5.108 -4.012  0.108
H: 3.862 -4.385 -4.736  0.107
H: 4.358 -1.992 -5.027  0.107
H: 2.604 -0.309 -4.555  0.106
O: 0.048 -1.406 -1.145  -0.592
S: 0.583 -1.572 0.221  0.841
C: -0.002 -3.214 0.766  -0.326
C: 0.727 -4.349 1.066  -0.060
C: 0.056 -5.490 1.487  -0.054
C: -1.327 -5.489 1.590  -0.053
C: -2.050 -4.334 1.339  -0.057
C: -1.380 -3.180 0.956  -0.352
P: -2.212 -1.548 0.795  1.026
C: -3.719 -2.018 -0.117  -0.394
C: -3.459 -2.610 -1.356  -0.115
C: -4.489 -2.851 -2.244  -0.059
C: -5.786 -2.494 -1.911  -0.071
C: -6.051 -1.913 -0.683  -0.072
C: -5.021 -1.659 0.209  -0.104
C: -2.592 -1.270 2.568  -0.347
C: -1.663 -0.468 3.231  -0.124
C: -1.841 -0.130 4.559  -0.069
C: -2.954 -0.596 5.242  -0.071
C: -3.867 -1.415 4.597  -0.069
C: -3.689 -1.757 3.267  -0.089
C: 2.357 -1.780 -0.071  -0.345
C: 2.963 -2.817 -0.753  -0.067
C: 4.338 -2.775 -0.941  -0.051
C: 5.078 -1.706 -0.458  -0.050
C: 4.455 -0.639 0.168  -0.068
C: 3.076 -0.662 0.341  -0.355
P: 2.036 0.683 1.044  1.081
C: 2.455 0.418 2.812  -0.341
C: 3.098 1.321 3.649  -0.084
C: 3.234 1.035 4.998  -0.074
C: 2.744 -0.150 5.519  -0.078
C: 2.128 -1.069 4.683  -0.073
C: 1.978 -0.783 3.341  -0.116
C: 2.852 2.224 0.513  -0.371
C: 3.537 2.319 -0.695  -0.096
C: 3.927 3.557 -1.173  -0.085
C: 3.632 4.709 -0.464  -0.084
C: 2.916 4.624 0.720  -0.074
C: 2.503 3.393 1.191  -0.132
H: 1.802 -4.352 0.981  0.101
H: 0.617 -6.378 1.739  0.112
H: -1.846 -6.387 1.888  0.111
H: -3.126 -4.318 1.444  0.114
H: -2.439 -2.862 -1.614  0.103
H: -4.277 -3.298 -3.204  0.113
H: -6.593 -2.655 -2.611  0.108
H: -7.063 -1.637 -0.426  0.108
H: -5.238 -1.182 1.153  0.091
H: -0.790 -0.118 2.693  0.075
H: -1.120 0.502 5.058  0.109
H: -3.105 -0.327 6.276  0.108
H: -4.726 -1.789 5.133  0.109
H: -4.402 -2.407 2.783  0.097
H: 2.375 -3.628 -1.151  0.111
H: 4.830 -3.581 -1.464  0.112
H: 6.150 -1.695 -0.592  0.112
H: 5.030 0.210 0.513  0.118
H: 3.496 2.247 3.259  0.092
H: 3.722 1.750 5.644  0.108
H: 2.842 -0.360 6.573  0.106
H: 1.757 -2.003 5.077  0.110
H: 1.482 -1.498 2.696  0.074
H: 3.758 1.422 -1.258  0.100
H: 4.465 3.618 -2.109  0.107
H: 3.952 5.672 -0.833  0.106
H: 2.663 5.519 1.268  0.108
H: 1.911 3.324 2.095  0.103
N: -0.842 2.471 0.220  -0.018
C: -1.797 2.713 1.302  -0.240
C: -3.218 2.859 0.742  -0.253
N: -3.745 1.571 0.308  -0.034
H: 0.068 2.209 0.595  -0.002
H: -0.724 3.317 -0.331  0.066
H: -1.543 3.618 1.874  0.119
H: -1.773 1.851 1.975  0.091
H: -3.184 3.509 -0.134  0.093
H: -3.849 3.329 1.508  0.118
H: -4.546 1.689 -0.301  0.086
H: -4.009 0.991 1.098  0.067

***

2.
The following is a quantum chemistry calculation of a structure of composition C52H46N4O3P2STl, from the OMol25 dataset.

The HOMO-LUMO gap comes out at 5.86 eV. The value obtained for the HOMO energy is -10.035 eV. Its LUMO energy is -4.17 eV. As for the net charge: +1.

Each line ends with the Löwdin charge.
Element x y z (Å)
Tl: -1.109 -1.627 -1.816  0.905
O: -3.291 -0.915 -3.305  -0.068
C: -3.974 0.085 -3.129  -0.361
C: -5.424 -0.043 -2.978  -0.011
C: -6.213 1.022 -2.770  -0.041
C: -5.676 2.363 -2.677  -0.058
C: -4.358 2.571 -2.784  -0.038
C: -3.419 1.476 -3.006  -0.106
C: -2.115 1.821 -3.107  -0.017
N: -1.062 0.966 -3.444  0.038
N: 0.037 1.508 -3.240  0.131
C: 1.160 0.664 -3.709  -0.397
O: 1.001 -0.462 -4.088  0.083
C: 2.456 1.373 -3.695  -0.162
C: 3.618 0.612 -3.802  -0.011
C: 4.851 1.238 -3.829  -0.065
C: 4.927 2.625 -3.764  -0.075
C: 3.772 3.385 -3.658  -0.072
C: 2.534 2.761 -3.612  -0.030
H: -5.825 -1.046 -3.041  0.121
H: -7.282 0.882 -2.669  0.116
H: -6.349 3.194 -2.521  0.111
H: -3.953 3.571 -2.710  0.110
H: -1.854 2.873 -3.011  0.118
H: 3.532 -0.463 -3.878  0.124
H: 5.755 0.649 -3.915  0.108
H: 5.891 3.114 -3.807  0.108
H: 3.835 4.465 -3.621  0.107
H: 1.628 3.347 -3.537  0.097
O: 1.541 -0.540 -1.071  -0.596
S: 1.598 -0.263 0.403  0.868
C: 2.738 -1.482 1.097  -0.336
C: 3.976 -1.219 1.674  -0.065
C: 4.765 -2.270 2.120  -0.055
C: 4.328 -3.577 1.988  -0.053
C: 3.068 -3.832 1.472  -0.065
C: 2.243 -2.793 1.057  -0.347
P: 0.471 -3.085 0.643  1.014
C: 0.529 -4.532 -0.457  -0.402
C: 1.336 -4.397 -1.592  -0.111
C: 1.319 -5.361 -2.586  -0.065
C: 0.488 -6.468 -2.470  -0.074
C: -0.325 -6.603 -1.356  -0.073
C: -0.312 -5.637 -0.357  -0.108
C: -0.115 -3.632 2.285  -0.359
C: -0.676 -2.625 3.073  -0.122
C: -1.147 -2.898 4.348  -0.073
C: -1.075 -4.190 4.848  -0.074
C: -0.508 -5.198 4.079  -0.068
C: -0.025 -4.921 2.809  -0.094
C: 2.463 1.296 0.517  -0.366
C: 3.787 1.415 0.097  -0.085
C: 4.412 2.647 0.129  -0.054
C: 3.708 3.764 0.563  -0.048
C: 2.374 3.651 0.909  -0.085
C: 1.716 2.420 0.870  -0.358
P: -0.093 2.307 1.216  1.099
C: -0.046 2.684 3.010  -0.367
C: -0.526 3.843 3.610  -0.089
C: -0.503 3.979 4.993  -0.074
C: 0.002 2.965 5.790  -0.080
C: 0.499 1.810 5.198  -0.079
C: 0.469 1.670 3.821  -0.110
C: -0.753 3.797 0.391  -0.378
C: -0.165 4.340 -0.751  -0.106
C: -0.810 5.334 -1.476  -0.084
C: -2.057 5.792 -1.081  -0.089
C: -2.671 5.231 0.032  -0.082
C: -2.034 4.231 0.748  -0.121
H: 4.338 -0.210 1.776  0.097
H: 5.727 -2.061 2.567  0.114
H: 4.956 -4.395 2.314  0.113
H: 2.706 -4.852 1.412  0.112
H: 1.973 -3.525 -1.698  0.109
H: 1.948 -5.243 -3.459  0.112
H: 0.467 -7.217 -3.250  0.108
H: -0.976 -7.462 -1.261  0.108
H: -0.966 -5.755 0.497  0.092
H: -0.725 -1.613 2.683  0.086
H: -1.576 -2.105 4.947  0.108
H: -1.452 -4.412 5.837  0.108
H: -0.436 -6.203 4.473  0.109
H: 0.440 -5.712 2.235  0.099
H: 4.318 0.548 -0.272  0.117
H: 5.444 2.738 -0.184  0.114
H: 4.196 4.729 0.608  0.114
H: 1.824 4.534 1.211  0.117
H: -0.903 4.657 3.006  0.093
H: -0.880 4.888 5.445  0.108
H: 0.014 3.073 6.866  0.106
H: 0.907 1.016 5.810  0.106
H: 0.854 0.759 3.373  0.090
H: 0.802 3.987 -1.085  0.090
H: -0.330 5.752 -2.351  0.107
H: -2.551 6.577 -1.638  0.106
H: -3.652 5.569 0.339  0.108
H: -2.540 3.783 1.595  0.105
N: -2.712 -0.283 0.046  -0.020
C: -3.443 -1.241 0.886  -0.249
C: -4.041 -2.364 0.050  -0.256
N: -2.986 -3.268 -0.419  -0.035
H: -2.165 0.365 0.607  0.026
H: -3.374 0.271 -0.487  0.062
H: -4.240 -0.761 1.464  0.117
H: -2.737 -1.675 1.596  0.089
H: -4.535 -1.941 -0.828  0.099
H: -4.805 -2.878 0.643  0.116
H: -3.312 -3.873 -1.162  0.082
H: -2.657 -3.856 0.339  0.065

***

Which is most stable, and by how much? 2, by 1.414 eV.

***

1.
The following is a quantum chemistry calculation of the ion C3H11N3 with charge +2, from the OMol25 dataset.

The structure (SMILES) is C[NH2+][N@@+]1(C)CN1. The HOMO-LUMO gap comes out at 13.80 eV. The value obtained for the HOMO energy is -21.688 eV. Its LUMO energy is -7.89 eV. As for the net charge: +2.

Each line ends with the natural charge from an NBO analysis.
Element x y z (Å)
C: 1.987 0.516 0.210  -0.457
N: 0.682 0.505 -0.550  -0.333
N: -0.526 -0.008 -0.022  0.042
C: -0.535 -1.438 -0.197  -0.509
C: -1.393 0.710 0.879  -0.026
N: -1.647 0.721 -0.577  -0.355
H: 2.879 0.674 -0.534  0.319
H: 1.986 1.372 0.948  0.283
H: 2.088 -0.485 0.550  0.249
H: 0.693 -0.038 -1.426  0.467
H: 0.414 1.480 -0.688  0.472
H: -0.308 -1.966 -1.217  0.307
H: 0.288 -1.971 0.407  0.288
H: -1.411 -1.751 0.220  0.261
H: -0.919 1.599 1.256  0.256
H: -1.888 0.057 1.663  0.297
H: -2.391 0.022 -0.923  0.439

***

2.
The following is a quantum chemistry calculation of a cluster of 2 separate species, C3H11N3 in total, from the OMol25 dataset.

The HOMO-LUMO gap comes out at 9.75 eV. The value obtained for the HOMO energy is -20.234 eV. Its LUMO energy is -10.48 eV. As for the net charge: +2.

Each line ends with the natural charge from an NBO analysis.
Element x y z (Å)
C: -1.062 0.941 0.808  -0.067
C: -0.897 -1.539 0.118  -0.457
C: 2.449 0.489 0.123  -0.061
N: -1.578 0.691 -0.448  -0.412
N: -0.526 -0.147 0.009  0.057
N: 0.556 0.192 -0.865  -0.519
H: -0.666 1.968 0.822  0.273
H: -1.761 0.606 1.738  0.287
H: -1.850 -1.803 0.550  0.302
H: -0.686 -2.071 -0.761  0.265
H: -0.094 -2.016 0.726  0.259
H: 2.984 -0.144 -0.610  0.264
H: 2.394 1.501 -0.122  0.200
H: 1.881 0.173 1.062  0.247
H: -2.565 0.466 -0.420  0.431
H: 0.667 -0.502 -1.598  0.452
H: 0.752 1.195 -1.132  0.476

***

Which is most stable, and by how much? 1, by 2.168 eV.

***

1.
The following is a quantum chemistry calculation of the molecule C8H8O4, from the OMol25 dataset.

The structure (SMILES) is O[C@H]1c2cocc2[C@H](O)[C@H]2O[C@H]21. The HOMO-LUMO gap comes out at 9.54 eV. The value obtained for the HOMO energy is -8.905 eV. Its LUMO energy is 0.64 eV.

Each line ends with the natural charge from an NBO analysis.
Element x y z (Å)
O: -1.455 2.137 0.791  -0.682
C: -0.349 1.316 0.771  0.019
C: -0.731 0.003 0.758  -0.094
C: -1.736 -0.764 1.524  0.097
O: -1.692 -2.104 0.989  -0.417
C: -0.752 -2.215 0.033  0.185
C: -0.059 -1.034 -0.115  -0.224
C: 1.047 -0.809 -0.982  0.051
O: 2.349 -1.419 -0.521  -0.673
C: 1.247 0.756 -1.198  0.040
O: 0.117 1.485 -1.640  -0.467
C: 0.618 1.758 -0.406  0.044
H: -1.832 1.898 -0.013  0.459
H: -0.051 1.423 1.946  0.212
H: -2.441 -0.391 2.051  0.187
H: -0.637 -3.407 -0.242  0.229
H: 0.855 -1.062 -2.151  0.213
H: 2.376 -1.137 0.244  0.434
H: 2.179 0.787 -1.423  0.188
H: 0.946 2.779 -0.418  0.200

***

2.
The following is a quantum chemistry calculation of a cluster of 2 separate species, C8H8O4 in total, from the OMol25 dataset.

The HOMO-LUMO gap comes out at 9.78 eV. The value obtained for the HOMO energy is -10.573 eV. Its LUMO energy is -0.79 eV.

Each line ends with the natural charge from an NBO analysis.
Element x y z (Å)
C: -0.811 -4.512 1.830  1.036
C: -0.250 -0.896 3.088  0.334
C: -1.630 -1.445 1.173  0.831
C: 0.055 0.303 0.780  -0.218
C: -0.435 -0.454 -0.500  0.106
C: -0.489 -0.623 1.856  -0.559
C: -0.735 1.582 0.861  -0.598
C: 0.691 -1.435 -0.941  -0.656
O: -1.183 -4.835 2.858  -0.493
O: -0.529 -4.178 0.772  -0.542
O: -2.364 -2.167 1.799  -0.566
O: -1.610 -1.185 -0.108  -0.468
H: 1.083 0.235 0.742  0.235
H: -0.901 0.202 -1.205  0.209
H: -0.380 2.112 1.663  0.221
H: -1.710 1.491 1.141  0.225
H: -0.614 2.140 0.044  0.208
H: 1.538 -0.856 -1.377  0.229
H: 0.312 -2.087 -1.905  0.224
H: 0.859 -2.227 -0.278  0.242

***

Which is most stable, and by how much? 2, by 2.710 eV.

***

1.
The following is a quantum chemistry calculation of the molecule CH5N3OS, from the OMol25 dataset.

The structure (SMILES) is O[C@H]1NNSN1. The HOMO-LUMO gap comes out at 9.43 eV. The value obtained for the HOMO energy is -8.824 eV. Its LUMO energy is 0.60 eV.

Each line ends with the natural charge from an NBO analysis.
Element x y z (Å)
O: 1.841 -0.744 -0.174  -0.701
C: 0.586 -0.445 0.435  0.348
N: 0.303 0.937 0.360  -0.487
N: -0.855 1.003 -0.516  -0.621
S: -1.917 -0.234 0.114  0.497
N: -0.598 -1.202 -0.102  -0.785
H: 1.786 -0.796 -1.169  0.475
H: 0.687 -0.671 1.478  0.175
H: 0.089 1.501 1.253  0.362
H: -1.346 1.838 -0.511  0.365
H: -0.576 -1.187 -1.169  0.372

***

2.
The following is a quantum chemistry calculation of the molecule CH5N3OS, from the OMol25 dataset.

The structure (SMILES) is NNC(=S)NO. The HOMO-LUMO gap comes out at 9.08 eV. The value obtained for the HOMO energy is -8.484 eV. Its LUMO energy is 0.59 eV.

Each line ends with the natural charge from an NBO analysis.
Element x y z (Å)
N: 1.198 0.986 0.798  -0.665
N: 0.014 1.094 0.060  -0.448
C: -0.631 -0.023 -0.358  0.238
S: -2.184 0.061 -0.964  -0.314
N: 0.012 -1.171 -0.167  -0.294
O: -0.369 -2.324 -0.773  -0.538
H: 0.927 0.838 1.748  0.351
H: 1.748 1.874 0.757  0.373
H: -0.441 1.984 -0.015  0.399
H: 1.004 -1.188 0.036  0.405
H: -1.279 -2.130 -1.122  0.492

***

Which is most stable, and by how much? 2, by 0.486 eV.